ORCA calculation (ωB97M-V with the def2-TZVPD basis set) on one molecule with the formula C3H5NO3.

Structure (XYZ):
```
12
Properties=species:S:1:pos:R:3:mulliken_charge:R:1
C -1.369 0.545 0.193 -0.953
C -0.005 0.089 -0.335 0.121
C 0.311 -1.502 -0.105 0.016
O -0.263 -2.441 0.386 -0.427
N 1.259 0.856 0.180 0.867
O 2.288 0.389 -0.282 -0.558
O 1.068 1.807 0.860 -0.570
H -1.056 1.378 0.838 0.359
H -1.709 -0.455 0.730 0.249
H -2.158 0.623 -0.608 0.271
H 0.227 0.220 -1.393 0.318
H 1.407 -1.510 -0.464 0.307
```

Results
Structure (SMILES) ... C[C@H](C=O)[N+](=O)[O-]
E_HOMO ... -10.3 eV
HOMO-LUMO gap ... 10.28 eV
E_LUMO ... -0.02 eV
Relative energy (zero: lowest compared OMol25 entry of this formula, charge and spin) ... 127.2 kcal per mole



ORCA calculation (ωB97M-V with the def2-TZVPD basis set) on one molecule with the formula C3H5NO3.

Structure (XYZ):
```
12
Properties=species:S:1:pos:R:3:mulliken_charge:R:1
O 2.450 -0.023 0.044 -0.508
C 1.279 0.010 0.279 0.544
C 0.477 1.116 0.739 -0.143
N -0.793 1.236 0.512 -0.500
O -1.183 1.269 -0.827 -0.298
C 0.278 -1.287 -0.303 -0.349
O -0.915 -1.543 0.333 -0.496
H 0.886 1.779 1.492 0.404
H -2.095 1.592 -0.822 0.372
H 0.198 -1.177 -1.391 0.264
H 0.952 -2.123 -0.110 0.351
H -1.536 -0.850 0.053 0.358
```

Results
Structure (SMILES) ... O=C(/C=N\O)CO
E_HOMO (spin up / spin down) ... -9.2 / -9.2 eV
HOMO-LUMO gap (spin up / spin down) ... 8.12 / 8.11 eV
E_LUMO (spin up / spin down) ... -1.12 / -1.12 eV
Relative energy (zero: lowest compared OMol25 entry of this formula, charge and spin) ... 125.3 kcal per mole



| no. | electronic energy (eV) |
| --- | --- |
| 1 | -10820.174 |
| 2 | -10820.254 |